Entry 1:
Entry from the OMol25 dataset: a structure of composition C35H47B2F4N9NdS5 (the ωB97M-V functional and the def2-TZVPD basis).

Geometry as ORCA input:
```
! wB97M-V def2-TZVPD RIJCOSX def2/J DEFGRID3
* xyz 1 4
Nd 1.812 2.561 -0.731
C -3.300 1.842 -3.879
C -2.813 1.093 -2.691
C -3.564 0.066 -2.199
C -3.145 -0.700 -1.070
N -2.077 -0.310 -0.488
N -1.268 0.633 -0.991
B -0.747 -0.024 0.342
N 0.317 -1.081 0.352
N -0.053 -2.224 -0.262
C 0.797 -3.209 -0.252
C 1.998 -3.139 0.533
C 2.418 -1.962 1.059
C 3.803 -1.783 1.557
C 1.514 -0.861 1.014
S 1.983 0.681 1.551
C 0.431 -4.515 -0.998
C 0.178 -5.643 0.084
C 1.628 -4.847 -1.917
C -0.870 -4.313 -1.787
N -0.963 0.702 1.674
N -1.005 -0.292 2.569
C -1.132 -0.006 3.802
C -1.268 1.351 4.241
C -1.165 2.347 3.335
C -1.100 3.791 3.805
C -0.949 1.999 1.960
S -0.712 3.223 0.791
C -1.036 -1.140 4.849
C 0.371 -1.742 4.975
C -1.995 -2.277 4.343
C -1.443 -0.704 6.294
C -1.501 1.357 -2.113
S -0.539 2.564 -2.747
C -4.073 -1.706 -0.449
C -5.322 -0.933 0.047
C -4.505 -2.849 -1.426
C -3.491 -2.386 0.771
H -4.292 1.442 -4.114
H -2.674 1.699 -4.778
H -3.305 2.986 -3.732
H -4.475 -0.208 -2.660
H 2.656 -3.997 0.531
H 4.292 -2.780 1.674
H 3.797 -1.212 2.536
H 4.369 -1.199 0.825
H 1.049 -5.802 0.725
H -0.065 -6.580 -0.496
H -0.693 -5.380 0.710
H 2.441 -5.333 -1.360
H 2.043 -3.994 -2.423
H 1.275 -5.520 -2.658
H -1.692 -4.218 -1.037
H -1.100 -5.174 -2.330
H -0.859 -3.486 -2.441
H -1.251 1.585 5.289
H -1.186 3.741 4.859
H -1.895 4.430 3.343
H -0.139 4.286 3.508
H 0.870 -1.762 4.024
H 0.262 -2.772 5.307
H 0.956 -1.195 5.718
H -1.576 -2.812 3.509
H -2.970 -1.895 3.977
H -2.031 -3.009 5.159
H -0.810 0.114 6.650
H -1.419 -1.575 6.913
H -2.490 -0.390 6.339
H -5.820 -0.441 -0.793
H -5.068 -0.117 0.751
H -6.007 -1.554 0.570
H -4.949 -2.540 -2.379
H -5.190 -3.504 -0.937
H -3.649 -3.472 -1.681
H -3.211 -1.605 1.485
H -2.589 -3.019 0.517
H -4.316 -3.002 1.258
C 5.216 -0.304 -5.064
S 3.966 -1.072 -3.932
C 3.238 0.323 -3.187
S 2.191 0.031 -1.822
N 3.533 1.454 -3.693
N 2.995 2.530 -3.081
C 3.147 3.645 -3.664
C 2.508 4.880 -3.162
C 2.575 6.042 -3.984
C 2.074 7.187 -3.421
C 1.511 7.175 -2.129
C 1.561 5.996 -1.381
N 2.072 4.880 -1.915
H 5.599 -1.088 -5.683
H 5.956 0.116 -4.354
H 4.733 0.465 -5.605
H 3.740 3.657 -4.596
H 3.001 5.986 -4.974
H 2.036 8.088 -3.994
H 0.978 8.058 -1.778
H 1.227 5.826 -0.353
F 4.531 5.198 0.128
B 4.207 4.012 0.724
F 4.902 3.786 1.919
F 2.705 3.930 0.903
F 4.300 2.897 -0.211
*
```

LUMO energy (spin up / spin down) ... -3.179 / -3.176 eV
Maximum force ... 2.832 eV Å⁻¹
Highest occupied orbital energy (spin up / spin down) ... -10.3 / -10.3 eV

=====

Entry 2:
Entry from the OMol25 dataset: a structure of composition C15H24BaN6O6 (the ωB97M-V functional and the def2-TZVPD basis).

Geometry as ORCA input:
```
! wB97M-V def2-TZVPD RIJCOSX def2/J DEFGRID3
* xyz 0 1
O -2.703 1.322 -2.610
H -1.887 1.321 -4.371
Ba -1.662 0.677 0.635
N -0.263 2.962 0.539
N 0.944 1.585 -1.146
N -2.081 -2.016 1.113
N -0.128 -1.624 -0.503
O -1.224 3.533 1.163
O -2.928 -2.131 2.116
O 1.029 -1.532 -1.233
O 1.430 0.845 -2.091
C 1.313 2.899 -1.158
C 0.612 3.692 -0.201
C -1.392 -3.126 0.805
C -0.280 -2.892 -0.077
C 0.793 5.165 -0.095
H 0.573 5.657 -1.056
H 1.832 5.429 0.158
H 0.134 5.592 0.669
C 2.285 3.493 -2.119
H 1.805 4.288 -2.712
H 2.662 2.728 -2.806
H 3.155 3.934 -1.605
C -1.661 -4.471 1.373
C 0.753 -3.920 -0.392
H -2.637 -4.484 1.868
H -0.868 -4.732 2.096
H -1.686 -5.213 0.561
H 0.970 -3.906 -1.467
H 0.408 -4.922 -0.122
H 1.689 -3.719 0.155
H -3.234 -0.733 2.326
H 1.083 -0.559 -1.552
C -2.798 1.876 -4.085
H -2.671 2.890 -3.724
H -3.813 1.465 -4.307
H -2.753 2.233 -5.184
O -3.205 0.348 2.266
H -3.234 0.495 -2.575
H -3.749 0.759 2.969
N 4.540 -3.537 1.910
C 3.674 -2.753 2.049
C 2.603 -1.802 2.174
C 2.690 -0.551 1.554
C 1.577 0.284 1.605
N 0.425 -0.076 2.192
C 0.395 -1.214 2.902
C 1.447 -2.123 2.898
H 3.578 -0.238 1.006
H 1.608 1.287 1.166
H -0.507 -1.414 3.493
H 1.357 -3.074 3.430
*
```

LUMO energy (spin up / spin down) ... -1.129 / -1.039 eV
Maximum force ... 3.934 eV Å⁻¹
Highest occupied orbital energy (spin up / spin down) ... -7.1 / -7.1 eV

=====

Q: The lowest maximum force belongs to which entry?
A: C35H47B2F4N9NdS5